No. 1
Density functional theory data (ωB97M-V/def2-TZVPD) for the molecule C4H5NO.

Values from the calculation:
Total charge: 0
ΔE to the lowest compared entry with this formula, charge and spin in kcal/mol: 29.91

```
11
Properties=species:S:1:pos:R:3:forces:R:3
C 1.468218 1.754548 1.374055 -0.042 -0.133 -0.055
C 0.715438 0.745403 1.029677 -0.154 -0.201 -0.077
N 0.032859 -0.236452 0.748834 0.299 0.509 0.239
C -0.826037 -0.231798 -0.395957 -0.277 0.258 -0.261
C -0.861613 -1.539499 -1.140139 0.002 -0.109 -0.023
O -1.502105 0.722378 -0.683901 0.245 -0.363 0.147
H 2.511407 1.785714 1.085066 -0.115 -0.031 0.019
H 1.043604 2.573736 1.941831 0.011 -0.121 -0.065
H -1.898571 -1.881145 -1.197609 0.116 0.058 0.008
H -0.249264 -2.301070 -0.657726 -0.057 0.110 -0.057
H -0.515435 -1.377852 -2.164657 -0.027 0.024 0.124
```
Forces are in eV/Å.

No. 2
Density functional theory data (ωB97M-V/def2-TZVPD) for the molecule C4H5NO.

Values from the calculation:
Total charge: 0
ΔE to the lowest compared entry with this formula, charge and spin in kcal/mol: 76.87

```
11
Properties=species:S:1:pos:R:3:forces:R:3
C -1.073981 -1.067666 0.321438 -0.186 -0.041 -0.229
C -1.242121 -0.215841 -0.677470 -0.246 -0.198 0.339
O -0.191455 0.162173 -1.517248 0.193 0.085 0.070
C 0.846246 0.559058 -0.781256 0.338 0.179 0.082
N 1.958630 1.123129 -0.806928 -0.476 -0.277 -0.005
C 1.280157 0.671893 0.559637 0.237 0.130 0.262
H -0.142609 -1.609046 0.452721 -0.150 0.160 0.034
H -1.855423 -1.222767 1.052750 -0.123 -0.139 -0.238
H -2.148007 0.339992 -0.889404 0.057 -0.125 0.000
H 1.719558 -0.179607 1.081025 0.066 0.192 -0.158
H 0.849010 1.438681 1.204735 0.290 0.035 -0.158
```
Forces are in eV/Å.

No. 3
Density functional theory data (ωB97M-V/def2-TZVPD) for a structure of composition C4H5NO.

Values from the calculation:
Total charge: 0
ΔE to the lowest compared entry with this formula, charge and spin in kcal/mol: 92.50

```
11
Properties=species:S:1:pos:R:3:forces:R:3
N 2.005039 -0.852373 -0.732913 -0.632 0.534 -0.051
C 1.093612 -0.086193 -0.332238 -1.070 0.032 -0.633
C 0.450757 0.888778 0.522224 0.444 0.427 0.388
C -0.364635 0.259381 -0.602794 -0.158 0.281 0.193
C -1.102988 -0.420671 0.555639 -0.189 -0.215 0.194
O -0.345259 0.331741 1.547290 0.052 -0.082 0.499
H 0.791317 1.916150 0.534040 -0.063 0.046 0.473
H -0.930716 0.930359 -1.247904 0.559 -0.591 -0.593
H 1.504253 -1.237153 -1.534935 0.838 -0.747 -0.432
H -2.180313 -0.231705 0.632045 0.279 0.132 -0.005
H -0.921069 -1.498319 0.659546 -0.059 0.182 -0.033
```
Forces are in eV/Å.

No. 4
Density functional theory data (ωB97M-V/def2-TZVPD) for the molecule C4H5NO.

Values from the calculation:
Total charge: 0
ΔE to the lowest compared entry with this formula, charge and spin in kcal/mol: 89.83

```
11
Properties=species:S:1:pos:R:3:forces:R:3
N 3.134691 -0.699006 1.103229 -0.935 -0.083 -0.627
C 2.177925 -0.779629 0.458335 0.803 0.107 0.564
C 0.966267 -0.851971 -0.378735 -0.019 -0.078 -0.035
C 0.065023 0.325140 -0.211783 0.725 0.416 -0.235
C -2.154467 0.906570 0.259060 -0.638 0.759 0.059
O -1.164210 0.084131 0.122996 -0.020 -1.098 0.142
H 0.416729 -1.762188 -0.116303 0.065 0.126 -0.025
H 1.296768 -0.967213 -1.420575 -0.011 -0.013 0.125
H 0.359680 1.352018 -0.400567 0.024 -0.123 0.009
H -3.085562 0.459560 0.564034 0.084 0.069 -0.032
H -1.994088 1.959284 0.060228 -0.078 -0.082 0.055
```
Forces are in eV/Å.

No. 5
Density functional theory data (ωB97M-V/def2-TZVPD) for the molecule C4H5NO.

Values from the calculation:
Total charge: 0
ΔE to the lowest compared entry with this formula, charge and spin in kcal/mol: 36.60

```
11
Properties=species:S:1:pos:R:3:forces:R:3
N -2.828915 0.140462 -0.247158 1.100 -0.157 -0.125
C -1.690205 -0.017142 -0.378211 -0.920 0.144 0.102
C -0.250638 -0.204777 -0.523077 -0.035 -0.053 -0.090
C 0.652847 0.991378 -0.149633 -0.087 0.324 -0.202
O 1.341772 0.221200 0.838455 0.175 0.049 0.087
C 0.482366 -0.903992 0.644758 -0.175 -0.340 0.088
H -0.032203 -0.630563 -1.504634 -0.054 0.041 0.146
H 0.115927 1.843177 0.281626 0.082 -0.113 -0.031
H 1.320611 1.336652 -0.946257 -0.105 -0.052 0.126
H -0.146026 -1.101916 1.520725 0.082 0.038 -0.136
H 1.035254 -1.808335 0.372410 -0.065 0.119 0.036
```
Forces are in eV/Å.

No. 6
Density functional theory data (ωB97M-V/def2-TZVPD) for the molecule C4H5NO.

Values from the calculation:
Total charge: 0
ΔE to the lowest compared entry with this formula, charge and spin in kcal/mol: 153.60

```
11
Properties=species:S:1:pos:R:3:forces:R:3
O -1.789764 1.654873 0.550710 0.593 -0.614 0.040
C -0.897572 0.971503 0.911814 -0.662 0.604 -0.224
C -0.835891 -0.637241 -0.503582 -0.179 -0.189 -0.184
N 0.526678 -1.123483 -0.246869 0.028 -0.193 -0.202
C 1.262127 0.122345 -0.340542 0.203 0.124 -0.082
C 0.299029 -0.060700 0.771252 0.259 -0.002 0.296
H -1.596401 -1.352027 -0.192007 0.098 0.240 0.140
H -1.012803 -0.166722 -1.481140 -0.013 0.106 0.257
H 1.029713 0.820264 -1.146046 -0.015 -0.091 0.136
H 2.316323 0.029101 -0.093520 -0.169 0.077 0.014
H 0.698566 -0.257908 1.769935 -0.143 -0.063 -0.190
```
Forces are in eV/Å.

No. 7
Density functional theory data (ωB97M-V/def2-TZVPD) for the molecule C4H5NO.

Values from the calculation:
Total charge: 0
ΔE to the lowest compared entry with this formula, charge and spin in kcal/mol: 124.78

```
11
Properties=species:S:1:pos:R:3:forces:R:3
C -2.292433 -0.288657 -0.156981 0.205 -3.876 -0.633
N -1.166098 0.121368 0.166811 2.429 1.879 0.897
C 0.138229 -0.245837 0.067797 0.425 1.012 -1.897
C 1.594850 0.701223 -0.433297 -1.498 -4.001 1.061
C 1.437579 -0.526725 0.532748 0.954 1.589 2.486
O 0.811944 -1.526524 -0.239631 -0.328 0.303 -0.848
H -3.132718 0.350949 -0.002038 -0.627 0.254 -0.040
H -2.431605 -1.408688 -0.502039 -0.086 2.131 0.381
H 1.852093 1.653663 0.025319 -0.507 -0.134 -0.156
H 1.996215 0.386232 -1.413750 -0.420 0.508 0.536
H 1.848268 -0.754799 1.577173 -0.547 0.336 -1.786
```
Forces are in eV/Å.

No. 8
Density functional theory data (ωB97M-V/def2-TZVPD) for the molecule C4H5NO.

Values from the calculation:
Total charge: 0
ΔE to the lowest compared entry with this formula, charge and spin in kcal/mol: 66.89

```
11
Properties=species:S:1:pos:R:3:forces:R:3
O 0.656861 -2.187856 -0.344096 -1.729 -2.297 0.243
C 0.190675 -0.933990 -0.403740 -0.583 3.002 2.257
C -0.351863 -0.406560 0.790067 0.005 4.011 2.931
C -0.364505 1.111627 0.815190 -2.215 -5.663 -0.630
N -0.132579 1.269921 -0.561479 0.892 6.578 1.365
C 0.336716 0.176558 -1.230915 1.148 -0.291 -0.340
H -0.033761 -2.607195 0.287242 2.088 0.466 -1.596
H -0.501466 -0.874917 1.785604 0.077 -0.351 -1.093
H -0.977463 1.704827 1.686313 1.792 -1.025 -3.029
H 0.110468 2.348568 -0.803998 -0.651 -3.873 -0.123
H 1.066917 0.399015 -2.020188 -0.823 -0.557 0.017
```
Forces are in eV/Å.